Entry 1:
{"formula": "C10H21BF4NO6V", "method": "ωB97M-V/def2-TZVPD", "species": ["V", "C", "C", "O", "C", "C", "O", "C", "C", "O", "C", "C", "O", "H", "H", "H", "H", "H", "H", "H", "H", "H", "H", "H", "H", "H", "H", "H", "H", "N", "C", "C", "O", "O", "H", "H", "H", "H", "H", "F", "B", "F", "F", "F"], "coordinates": [[-0.15822, 0.54556, -0.48512], [-0.57990, 1.67410, -3.22054], [-1.54472, 0.51538, -3.06827], [-0.87046, -0.38694, -2.15393], [-1.22506, -1.79816, -2.10576], [-1.03110, -2.19332, -0.64816], [0.03713, -1.35206, -0.09050], [1.42726, -1.84746, -0.01533], [2.19149, -1.20896, -1.15188], [1.74837, 0.17119, -1.13152], [2.30842, 1.08784, -2.10886], [1.46230, 2.33376, -1.96624], [0.05314, 1.89162, -1.90686], [-1.08214, 2.59654, -3.50601], [0.21182, 1.44140, -3.93043], [-1.71224, 0.02447, -4.02640], [-2.49704, 0.80619, -2.62513], [-0.56946, -2.32776, -2.79546], [-2.26320, -1.93542, -2.40673], [-0.75981, -3.23916, -0.52258], [-1.90500, -1.96430, -0.04398], [1.41897, -2.93408, -0.06373], [1.78896, -1.52060, 0.95748], [1.95742, -1.63872, -2.12797], [3.26633, -1.25677, -0.97419], [2.24103, 0.62724, -3.09638], [3.35193, 1.29256, -1.86803], [1.57902, 3.02844, -2.79575], [1.63900, 2.85049, -1.02513], [-3.83388, 2.91064, 2.30794], [-3.65173, 1.70747, 1.43796], [-2.37168, 1.90196, 0.64194], [-1.90081, 0.77726, 0.07772], [-1.85608, 2.97604, 0.52672], [-3.58110, 3.76166, 1.79010], [-3.21483, 2.86292, 3.12446], [-4.79726, 2.99956, 2.64359], [-4.50056, 1.63443, 0.75755], [-3.61581, 0.81725, 2.05910], [0.10031, 0.57994, 4.83509], [-0.65447, 0.52490, 3.78965], [-0.52050, -0.40632, 2.85436], [-1.60996, 1.43858, 3.57033], [0.46221, 1.38022, 0.86568]], "max_force_ev_per_a": 0.102, "orbital_gap_ev": [8.536, 9.237], "multiplicity": 2, "total_charge": 3, "molar_mass_g_mol": 389.03, "s_squared": 0.7560}



Entry 2:
{"formula": "C39H63F2I2N2O22", "method": "ωB97M-V/def2-TZVPD", "species": ["C", "C", "C", "O", "C", "C", "C", "C", "F", "C", "N", "C", "C", "C", "N", "C", "I", "C", "C", "C", "I", "C", "C", "C", "F", "H", "H", "H", "H", "H", "H", "H", "H", "H", "H", "H", "H", "H", "H", "H", "H", "H", "H", "H", "H", "H", "H", "H", "H", "H", "H", "H", "H", "H", "H", "H", "H", "H", "H", "H", "C", "C", "O", "C", "O", "O", "H", "H", "H", "H", "C", "C", "O", "C", "O", "O", "H", "H", "H", "H", "C", "C", "O", "C", "O", "O", "H", "H", "H", "H", "C", "C", "O", "C", "O", "O", "H", "H", "H", "H", "C", "C", "O", "C", "O", "O", "H", "H", "H", "H", "C", "C", "O", "C", "O", "O", "H", "H", "H", "H", "C", "C", "O", "C", "O", "O", "H", "H", "H", "H"], "coordinates": [[5.58127, 2.02686, -0.80818], [4.81082, 0.77539, -0.34927], [4.24137, -0.00852, -1.52296], [3.13687, 0.67598, -2.12630], [1.81726, 0.13932, -1.93239], [1.64872, -1.05116, -2.90912], [0.58320, -0.95517, -3.99749], [0.39943, -2.28077, -4.71838], [0.99296, 0.01048, -4.92038], [0.88401, 1.27708, -2.25748], [0.74993, 2.22560, -1.06715], [-0.70607, 2.66136, -1.10973], [-1.02584, 3.95012, -0.36798], [-2.54163, 4.07496, -0.18462], [-2.94327, 5.39824, 0.25277], [1.78513, 3.30757, -1.32995], [2.34296, 4.42028, 0.43013], [1.43276, 4.24631, -2.49293], [2.42158, 4.09467, -3.67503], [1.16554, 1.31398, 0.06752], [0.04947, 1.47094, 1.88356], [1.47463, -0.11720, -0.44804], [0.53571, -1.26879, -0.08031], [-0.82616, -1.35395, -0.74922], [-1.64555, -2.15360, 0.06266], [6.64552, 1.90933, -0.61665], [5.26058, 2.90207, -0.24344], [5.42641, 2.22658, -1.86711], [5.43471, 0.10077, 0.23631], [3.97996, 1.09373, 0.28289], [3.96657, -1.02543, -1.22898], [5.00460, -0.09371, -2.29764], [1.45619, -1.98040, -2.37735], [2.59558, -1.19490, -3.42695], [-0.39143, -0.67792, -3.59060], [0.32265, -3.08397, -3.98519], [1.26556, -2.47212, -5.34925], [-0.50979, -2.27306, -5.31018], [0.94135, 1.75513, -3.23069], [-0.09074, 0.78576, -2.28992], [-1.30303, 1.85804, -0.68326], [-0.95917, 2.81168, -2.15428], [-0.68360, 4.80637, -0.95059], [-0.54033, 4.01251, 0.60034], [-3.06953, 3.80082, -1.10114], [-2.85269, 3.36383, 0.59058], [-3.11516, 6.01435, -0.52896], [-2.22434, 5.78238, 0.85759], [2.69711, 2.77532, -1.57231], [0.42752, 4.09546, -2.87432], [1.49924, 5.27187, -2.14506], [1.97373, 3.49207, -4.46417], [2.70890, 5.06256, -4.07324], [3.32947, 3.56768, -3.37942], [2.13494, 1.65800, 0.40193], [2.37137, -0.35475, 0.12459], [0.40120, -1.31266, 0.99785], [1.07441, -2.18211, -0.34397], [-1.34109, -0.39660, -0.84264], [-0.76373, -1.87666, -1.70119], [-2.15876, -5.36757, 0.66871], [-1.68202, -6.33978, -0.39437], [-0.39299, -6.71428, 0.11135], [-0.38335, -6.51833, 1.45304], [0.48419, -6.88903, 2.17512], [-1.48418, -5.84044, 1.84129], [-3.23566, -5.38843, 0.81411], [-1.84047, -4.34482, 0.47289], [-2.30956, -7.22874, -0.46485], [-1.58467, -5.89445, -1.38064], [0.27685, -2.23700, -8.90902], [-0.76247, -1.55777, -9.78375], [-1.97055, -2.21023, -9.37995], [-1.79947, -2.70168, -8.13616], [-2.65758, -3.14692, -7.44674], [-0.49674, -2.61191, -7.76291], [1.09334, -1.58208, -8.61645], [0.68359, -3.13975, -9.36633], [-0.85406, -0.49170, -9.57046], [-0.59621, -1.69783, -10.84779], [-1.93521, 6.32527, 5.11556], [-2.40748, 4.96198, 4.64596], [-2.15264, 5.03994, 3.22695], [-1.21014, 5.95743, 3.01624], [-0.67583, 6.14384, 1.95680], [-0.93497, 6.65512, 4.12846], [-1.49741, 6.31463, 6.11034], [-2.71864, 7.08106, 5.07394], [-1.81587, 4.14361, 5.05797], [-3.45647, 4.76775, 4.83029], [1.61605, 4.99897, 4.86791], [2.42445, 5.00771, 6.15400], [1.42603, 4.70737, 7.13807], [0.41219, 4.05650, 6.54150], [-0.49349, 3.52796, 7.10753], [0.55750, 4.08327, 5.18952], [2.17231, 4.63958, 4.00594], [1.18067, 5.97257, 4.63744], [3.18304, 4.22422, 6.17749], [2.89066, 5.96424, 6.36982], [-1.18570, 0.32147, 7.39665], [-0.58807, 0.35919, 6.00174], [-1.68642, 0.83658, 5.21485], [-2.53800, 1.50507, 6.04113], [-3.45899, 2.15012, 5.65033], [-2.18960, 1.33408, 7.31548], [-0.46987, 0.56180, 8.17759], [-1.66777, -0.62978, 7.62714], [0.22645, 1.08111, 5.92767], [-0.24878, -0.60811, 5.63914], [-4.45548, -1.96073, 1.64364], [-4.61812, -0.65406, 2.39614], [-5.49005, 0.07713, 1.53106], [-6.19147, -0.80535, 0.77542], [-7.10512, -0.52180, 0.07670], [-5.68526, -2.05640, 0.92265], [-4.32857, -2.82165, 2.29633], [-3.63229, -1.92149, 0.93251], [-5.10264, -0.78040, 3.36530], [-3.68158, -0.12055, 2.53494], [1.02906, -9.93831, -0.31424], [2.42176, -9.60218, 0.18171], [3.22892, -10.54228, -0.53347], [2.56483, -10.91693, -1.65355], [3.03281, -11.55121, -2.53980], [1.28882, -10.45705, -1.62117], [0.37557, -9.07310, -0.37123], [0.55044, -10.71477, 0.28516], [2.72792, -8.59197, -0.09487], [2.54521, -9.73071, 1.25294]], "max_force_ev_per_a": 1.871, "orbital_gap_ev": 8.466, "total_charge": 1, "molar_mass_g_mol": 1203.73}